Entry 1:
Entry from the OMol25 dataset: a cluster of 8 separate species, C43H78ClN2O29 in total in a non-equilibrium geometry (wB97M-V/def2-TZVPD).

Element x y z (Å)
C1 2.467 3.277 5.047
C2 1.957 3.110 3.540
C3 1.283 1.660 3.466
C4 2.297 0.487 3.125
C5 3.696 0.756 2.486
C6 4.777 1.394 3.437
O1 5.403 2.562 2.816
C7 6.096 2.155 1.679
O2 6.332 2.895 0.773
C8 1.249 -0.530 2.428
Cl1 0.377 -1.060 3.971
N1 0.454 0.251 1.424
C9 -0.849 -0.308 0.868
O3 -1.561 -1.229 1.648
C10 -1.267 -2.600 1.340
O4 -1.178 -3.360 2.530
C11 -2.198 -4.371 2.616
C12 -1.582 -5.776 2.286
O5 -1.443 -5.998 0.867
C13 1.163 0.490 0.083
C14 2.313 -0.319 -0.231
C15 2.935 -0.086 -1.570
C16 2.211 0.924 -2.343
C17 1.045 1.653 -1.882
N2 0.523 1.408 -0.659
C18 0.436 1.619 2.085
C19 -0.929 2.270 2.481
O6 -1.812 1.420 3.222
C20 -3.128 1.693 2.697
O7 -4.141 1.113 3.496
C21 -5.392 1.612 2.954
C22 -6.348 0.446 2.488
O8 -7.719 0.896 2.468
H1 2.784 2.301 5.501
H2 3.253 4.062 5.156
H3 1.580 3.629 5.652
H4 1.213 3.933 3.391
H5 2.774 3.247 2.787
H6 0.711 1.650 4.422
H7 2.537 -0.076 4.073
H8 4.094 -0.233 2.111
H9 3.545 1.373 1.550
H10 4.438 1.589 4.478
H11 5.615 0.639 3.522
H12 6.425 1.078 1.548
H13 1.647 -1.530 2.107
H14 -0.606 -0.837 -0.099
H15 -1.581 0.488 0.562
H16 -2.038 -3.010 0.623
H17 -0.273 -2.733 0.809
H18 -2.500 -4.423 3.703
H19 -3.132 -4.148 2.042
H20 -2.214 -6.554 2.798
H21 -0.544 -5.867 2.724
H22 -0.650 -6.547 0.770
H23 2.792 -1.093 0.398
H24 3.839 -0.618 -1.931
H25 2.587 1.141 -3.374
H26 0.551 2.387 -2.558
H27 0.960 2.452 1.547
H28 -0.788 3.213 3.083
H29 -1.436 2.610 1.525
H30 -3.243 2.821 2.763
H31 -3.229 1.355 1.622
H32 -5.207 2.247 2.036
H33 -5.929 2.287 3.674
H34 -6.268 -0.429 3.193
H35 -6.091 0.179 1.427
H36 -7.899 1.358 1.633
C23 7.150 0.431 -5.110
O9 6.582 -0.114 -6.300
C24 5.367 -0.645 -6.137
O10 4.747 -0.693 -5.102
O11 4.958 -1.114 -7.318
C25 3.663 -1.716 -7.298
H37 8.130 0.830 -5.366
H38 6.534 1.245 -4.727
H39 7.278 -0.344 -4.354
H40 2.905 -0.989 -7.004
H41 3.649 -2.579 -6.632
H42 3.441 -2.057 -8.308
C26 1.839 -7.089 -6.119
O12 2.417 -7.505 -7.355
C27 3.119 -6.554 -7.981
O13 3.288 -5.426 -7.591
O14 3.600 -7.073 -9.114
C28 4.378 -6.164 -9.893
H43 1.298 -7.939 -5.707
H44 2.615 -6.794 -5.411
H45 1.134 -6.272 -6.280
H46 5.255 -5.832 -9.336
H47 3.774 -5.310 -10.205
H48 4.712 -6.695 -10.782
C29 -6.095 -3.286 4.318
O15 -6.691 -3.909 3.182
C30 -7.820 -4.583 3.450
O16 -8.338 -4.691 4.529
O17 -8.265 -5.110 2.305
C31 -9.473 -5.863 2.431
H49 -5.193 -2.774 3.982
H50 -6.770 -2.547 4.751
H51 -5.810 -4.031 5.062
H52 -10.286 -5.230 2.787
H53 -9.327 -6.714 3.097
H54 -9.731 -6.237 1.442
C32 -2.171 3.531 -1.521
O18 -2.912 4.746 -1.528
C33 -2.216 5.785 -2.007
O19 -1.076 5.736 -2.402
O20 -2.994 6.865 -1.972
C34 -2.372 8.056 -2.461
H55 -2.815 2.750 -1.118
H56 -1.882 3.250 -2.535
H57 -1.292 3.620 -0.880
H58 -2.091 7.941 -3.509
H59 -1.502 8.312 -1.855
H60 -3.098 8.862 -2.384
C35 -8.540 -4.855 -4.203
O21 -7.371 -4.574 -3.432
C36 -7.486 -4.876 -2.133
O22 -8.457 -5.346 -1.599
O23 -6.331 -4.566 -1.532
C37 -6.312 -4.839 -0.129
H61 -8.330 -4.571 -5.233
H62 -8.771 -5.921 -4.177
H63 -9.387 -4.269 -3.846
H64 -6.456 -5.904 0.057
H65 -7.070 -4.254 0.388
H66 -5.333 -4.550 0.251
C38 7.020 4.056 6.639
O24 6.072 4.727 7.468
C39 5.909 4.171 8.676
O25 6.479 3.193 9.086
O26 5.002 4.891 9.344
C40 4.726 4.410 10.660
H67 7.071 4.589 5.691
H68 8.010 4.072 7.098
H69 6.702 3.031 6.443
H70 5.625 4.438 11.277
H71 4.317 3.399 10.623
H72 3.981 5.069 11.102
C41 3.810 5.127 -7.279
O27 2.896 5.867 -6.469
C42 2.675 5.336 -5.263
O28 3.171 4.323 -4.833
O29 1.809 6.122 -4.615
C43 1.482 5.670 -3.301
H73 3.909 5.652 -8.227
H74 4.791 5.077 -6.806
H75 3.426 4.125 -7.475
H76 2.374 5.643 -2.672
H77 1.008 4.690 -3.340
H78 0.781 6.373 -2.874

- Strongest force on any atom: 5.172 eV/Å
- HOMO-LUMO gap: 9.08 eV
- Net charge: +1
- HOMO level: -12.04 eV



Entry 2:
Entry from the OMol25 dataset: a structure of composition C26H34BF3NO7PSSi2 in a non-equilibrium geometry (wB97M-V/def2-TZVPD).

Element x y z (Å)
C1 3.238 -1.349 1.023
B1 2.008 -0.246 0.983
O1 1.813 0.516 2.199
Si1 1.010 -0.063 -0.677
S1 1.774 1.649 -1.753
O2 -0.714 -0.127 -0.529
Si2 -1.378 1.018 0.583
C2 -0.463 2.689 0.713
N1 -0.679 3.606 -0.480
C3 -3.156 1.436 -0.088
C4 -3.571 0.534 -1.360
C5 -5.187 0.612 -1.452
F1 -5.705 -0.190 -2.519
F2 -5.771 0.094 -0.258
F3 -5.626 1.975 -1.560
C6 -1.634 0.341 2.356
C7 -2.616 -0.919 2.443
C8 -3.482 -1.073 3.732
C9 -4.447 -2.277 3.939
C10 -4.569 -3.389 2.845
C11 -3.732 -3.249 1.524
C12 -3.817 -4.350 0.370
C13 -2.772 -2.017 1.363
P1 1.565 -1.844 -1.923
C14 0.895 -3.377 -0.976
O3 0.688 -1.788 -3.409
H1 3.988 -0.981 0.217
H2 2.896 -2.409 0.785
H3 3.786 -1.254 2.030
H4 2.500 1.238 2.180
H5 2.708 1.123 -2.660
H6 0.653 2.608 1.004
H7 -0.953 3.255 1.600
H8 -0.692 3.074 -1.359
H9 0.089 4.286 -0.439
H10 -3.917 1.433 0.761
H11 -3.113 2.526 -0.479
H12 -3.206 1.094 -2.301
H13 -3.183 -0.535 -1.331
H14 -0.672 0.056 2.904
H15 -2.122 1.180 2.989
H16 -3.407 -0.291 4.564
H17 -5.073 -2.426 4.881
H18 -5.248 -4.294 2.973
H19 -3.339 -5.354 0.672
H20 -4.897 -4.516 0.001
H21 -3.247 -3.934 -0.539
H22 -2.158 -1.978 0.395
H23 -0.210 -3.597 -1.236
H24 0.892 -3.161 0.162
H25 1.559 -4.301 -1.150
H26 -0.267 -1.936 -3.180
C15 2.514 2.905 4.960
C16 2.297 3.420 6.170
C17 2.052 4.867 6.355
O4 1.856 5.338 7.458
C18 2.054 5.718 5.146
C19 2.271 5.202 3.935
C20 2.517 3.756 3.752
O5 2.713 3.284 2.645
H27 2.697 1.848 4.806
H28 2.291 2.811 7.065
H29 1.872 6.774 5.299
H30 2.277 5.811 3.040
C21 2.959 -2.122 -5.672
C22 2.564 -1.096 -6.428
C23 3.372 -0.634 -7.576
O6 3.014 0.303 -8.265
C24 4.633 -1.354 -7.855
C25 5.028 -2.379 -7.099
C26 4.220 -2.841 -5.951
O7 4.578 -3.778 -5.262
H31 2.379 -2.472 -4.827
H32 1.643 -0.559 -6.237
H33 5.212 -1.003 -8.700
H34 5.949 -2.917 -7.290

- Strongest force on any atom: 4.284 eV/Å
- HOMO-LUMO gap: 6.43 eV
- Net charge: 0
- HOMO level: -8.50 eV



Entry 3:
Entry from the OMol25 dataset: a structure of composition C31H36ClN3Si2V in a non-equilibrium geometry (wB97M-V/def2-TZVPD).

Element x y z (Å)
V1 0.656 -0.368 0.081
C1 4.715 -1.146 -1.338
C2 3.415 -1.277 -0.860
N1 2.562 -0.256 -0.771
C3 3.009 0.970 -1.162
C4 4.295 1.198 -1.651
C5 5.160 0.093 -1.737
C6 4.665 2.531 -2.041
C7 3.785 3.551 -1.930
C8 2.459 3.326 -1.421
C9 1.495 4.346 -1.278
C10 0.253 4.026 -0.795
C11 -0.032 2.699 -0.455
N2 0.848 1.716 -0.573
C12 2.085 2.039 -1.049
H1 5.352 -2.017 -1.384
H2 3.065 -2.239 -0.517
H3 6.169 0.223 -2.108
H4 5.664 2.702 -2.421
H5 4.064 4.555 -2.223
H6 1.740 5.365 -1.550
H7 -0.516 4.777 -0.675
H8 -1.005 2.432 -0.076
C13 -0.179 0.033 -3.253
Si1 -1.738 0.317 -2.268
C14 -2.319 2.073 -2.386
C15 -3.082 -0.792 -2.901
C16 -1.311 -0.230 -0.388
C17 -1.042 -1.714 -0.473
C18 -1.988 -2.739 -0.365
C19 -1.618 -4.033 -0.657
C20 -0.301 -4.326 -1.031
C21 0.616 -3.311 -1.047
N3 0.250 -2.041 -0.762
Si2 -2.672 0.222 1.006
C22 -2.447 -0.929 2.450
C23 -2.605 1.978 1.602
C24 -4.316 -0.015 0.176
H9 -0.324 0.506 -4.230
H10 0.014 -1.024 -3.442
H11 0.719 0.483 -2.828
H12 -2.886 2.132 -3.320
H13 -1.515 2.804 -2.462
H14 -3.003 2.373 -1.590
H15 -3.084 -0.660 -3.988
H16 -4.066 -0.491 -2.541
H17 -2.952 -1.857 -2.722
H18 -3.009 -2.496 -0.114
H19 -2.353 -4.827 -0.607
H20 0.004 -5.332 -1.283
H21 1.655 -3.484 -1.282
H22 -1.806 -0.477 3.209
H23 -2.049 -1.917 2.216
H24 -3.423 -1.085 2.917
H25 -1.673 2.289 2.072
H26 -3.376 2.025 2.379
H27 -2.894 2.711 0.846
H28 -4.508 -0.996 -0.255
H29 -4.488 0.735 -0.597
H30 -5.072 0.147 0.951
Cl1 0.913 0.987 2.010
C25 0.812 -0.053 3.439
C26 0.605 0.453 4.697
C27 0.418 -0.496 5.701
C28 0.423 -1.860 5.409
C29 0.634 -2.318 4.118
C30 0.868 -1.393 3.098
C31 1.243 -1.742 1.727
H31 0.568 1.514 4.900
H32 0.246 -0.162 6.715
H33 0.262 -2.573 6.206
H34 0.656 -3.380 3.909
H35 2.291 -1.511 1.506
H36 0.999 -2.766 1.464

- Strongest force on any atom: 1.184 eV/Å
- HOMO-LUMO gap (alpha / beta): 6.14 / 6.11 eV
- Net charge: +3
- HOMO level (alpha / beta): -17.22 / -17.22 eV



Entry 4:
Entry from the OMol25 dataset: a cluster of 2 separate species, C6H14NO in total in a non-equilibrium geometry (wB97M-V/def2-TZVPD).

Element x y z (Å)
C1 -0.842 -2.151 0.030
C2 0.314 1.756 0.666
C3 -0.442 1.842 -1.706
C4 -2.206 1.439 0.049
C5 0.084 -3.108 0.935
C6 -0.813 1.728 -0.308
N1 1.476 -2.782 0.830
O1 -0.534 -1.025 -0.285
H1 0.721 0.784 0.580
H2 1.084 2.485 0.338
H3 0.200 2.071 1.747
H4 -1.270 2.312 -2.261
H5 0.475 2.533 -1.730
H6 -0.173 1.038 -2.399
H7 -2.103 0.984 1.083
H8 -2.765 0.924 -0.741
H9 -1.855 -2.593 0.070
H10 -0.375 -3.046 1.932
H11 -0.098 -4.106 0.575
H12 -2.752 2.371 0.242
H13 1.678 -1.843 0.588
H14 1.865 -3.450 0.178

- Strongest force on any atom: 3.463 eV/Å
- HOMO-LUMO gap: 6.40 eV
- Net charge: +1
- ΔE to the lowest compared entry with this formula, charge and spin: 2.906 eV
- HOMO level: -12.25 eV